12
Properties=species:S:1:pos:R:3 method="wB97M-V/def2-TZVPD" lumo_ev=4.02 total_energy_ha=-533.9581 total_charge=-1 spin_multiplicity=1 homo_lumo_gap_ev=6.23
N -2.8205 -1.4598 -0.2041
H -2.6878 -2.0974 -0.9683
H -2.1412 -0.7173 -0.3904
H -2.4969 -1.8368 0.6833
C 0.9203 0.7702 -0.6280
C 1.5838 0.8711 0.7484
S 2.0032 -0.7838 1.4878
H -0.1654 0.6858 -0.5391
H 1.3708 -0.0219 -1.2163
H 1.0438 1.7401 -1.1371
H 0.9079 1.3573 1.4530
H 2.4819 1.4924 0.7108


12
Properties=species:S:1:pos:R:3 method="wB97M-V/def2-TZVPD" lumo_ev=3.85 total_energy_ha=-533.9351 total_charge=-1 spin_multiplicity=1 homo_lumo_gap_ev=6.29
S -1.1597 0.3614 -3.1879
H -1.2259 -0.2744 -4.3199
C 1.3097 0.3556 1.2115
N -0.0587 -0.1417 1.3535
C -0.7039 -0.4436 0.0740
H 2.1173 -0.3501 1.4818
H 1.4784 0.5324 0.1700
H 1.4410 1.1883 1.9086
H -0.5904 0.2401 2.1137
H -0.8682 0.4790 -0.5001
H -1.6738 -0.8980 0.2648
H -0.0658 -1.0489 -0.5700


12
Properties=species:S:1:pos:R:3 method="wB97M-V/def2-TZVPD" lumo_ev=-4.84 total_energy_ha=-533.6239 total_charge=+1 spin_multiplicity=1 homo_lumo_gap_ev=8.76
C 1.6732 -0.2917 -0.9935
C -2.7761 0.5178 0.7566
N 1.0017 -0.0826 0.4261
S -1.8467 -0.0879 -0.4665
H 2.7355 -0.7199 -1.0660
H 0.9523 -0.9474 -1.6409
H 1.7857 0.6258 -1.5151
H -2.4876 0.5649 1.8324
H -3.8556 0.5777 0.5827
H 1.2791 -0.8780 1.0569
H 0.0391 -0.0309 0.2273
H 1.4996 0.7524 0.8000


13
Properties=species:S:1:pos:R:3 method="wB97M-V/def2-TZVPD" lumo_ev="-8.85 / -11.53" total_energy_ha=-931.3874 total_charge=+2 s_squared=0.75 spin_multiplicity=2 homo_lumo_gap_ev="9.71 / 8.10"
C 0.3682 2.9152 1.1706
N 0.5669 3.3404 -0.0024
H 1.1878 2.8841 1.8813
H -0.5921 2.4905 1.4466
H -0.0910 3.4007 -0.7854
H 1.4003 3.8268 -0.3331
C -1.2057 -2.2449 -1.5959
S -0.2764 -0.8964 -0.8871
S 0.3138 -0.9929 0.9661
H -1.7365 -2.7869 -0.8009
H -0.8642 -3.0715 -2.2116
H -2.0028 -1.7504 -2.1681
H 1.0500 -2.1218 1.1564


11
Properties=species:S:1:pos:R:3 method="wB97M-V/def2-TZVPD" lumo_ev=0.82 total_energy_ha=-156.1956 total_charge=0 spin_multiplicity=1 homo_lumo_gap_ev=12.01
C -1.4017 -0.1250 -0.1468
C -1.0675 0.4488 -1.4370
H -1.7578 0.7513 0.4205
H -0.5315 -0.6032 0.5057
H -2.2499 -0.8972 -0.2489
H -0.9615 1.5618 -1.2994
H -0.0126 0.0967 -1.9227
H -1.8451 0.3738 -2.2136
O 2.9844 -0.3042 2.2859
H 3.8674 -0.6239 2.6675
H 2.9759 -0.6788 1.3888


11
Properties=species:S:1:pos:R:3 method="wB97M-V/def2-TZVPD" lumo_ev=0.83 total_energy_ha=-156.2118 total_charge=0 spin_multiplicity=1 homo_lumo_gap_ev=11.59
C -0.8638 0.0146 -0.1676
C -0.1619 0.1189 -1.5314
H -1.2261 -0.9865 0.0132
H -1.6498 0.7743 -0.0804
H -0.2213 0.3917 0.6386
H -0.6167 0.8778 -2.1590
H 0.8674 0.4767 -1.4628
H -0.2120 -0.8449 -2.0144
O 1.2867 -0.1687 1.8762
H 0.8916 0.1793 2.6804
H 1.9059 -0.8332 2.2071


12
Properties=species:S:1:pos:R:3 method="wB97M-V/def2-TZVPD" lumo_ev=0.69 total_energy_ha=-231.4052 total_charge=0 spin_multiplicity=1 homo_lumo_gap_ev=11.10
C 1.8712 0.5607 -0.0883
O 1.0213 1.5375 -0.5552
H 2.2600 0.0484 -0.9939
H 2.8035 1.0196 0.3823
H 1.3511 -0.1760 0.5318
H 0.2398 1.5314 -0.0835
C -1.5462 -1.0668 -0.1506
O -1.8787 -0.4615 1.1091
H -2.3433 -0.7988 -0.8661
H -0.6278 -0.5087 -0.4306
H -1.3525 -2.0970 -0.1648
H -1.7985 0.4112 1.3099


13
Properties=species:S:1:pos:R:3 method="wB97M-V/def2-TZVPD" lumo_ev=0.67 total_energy_ha=-306.6539 total_charge=0 spin_multiplicity=1 homo_lumo_gap_ev=9.37
C -0.1841 0.2340 1.4865
C -0.2118 0.9353 0.3517
O -0.3159 0.4173 -0.9014
H 0.3732 0.6312 2.3267
H -0.5059 -0.7851 1.6542
H -0.3248 2.0052 0.2955
H -0.5129 -0.4913 -1.0058
O -2.9914 -0.4952 -3.0925
H -3.1607 0.4459 -2.8958
H -2.5176 -0.9307 -2.4098
O 3.0725 -0.5240 1.3509
H 3.4103 -1.1875 1.9589
H 3.8692 -0.2550 0.8807


Record order is preserved below.
Energy above the lowest of the compared OMol25 structures with the same formula, charge and spin: 8.2 22.6 35.3 21.7 18.5 8.3 35.9 35.1 kcal/mol